A molecular structure, C4H12Cl3MgO2, computed with the ωB97M-V functional and the def2-TZVPD basis.

Each line ends with the natural charge from an NBO analysis.
Atoms and positions in Å:
Mg 0.72 0.83 -0.53  1.437
Cl -0.55 -2.75 0.53  -0.816
Cl 0.72 3.74 2.05  -0.808
Cl 1.64 1.74 -4.25  -0.814
C 4.64 -0.71 3.65  -0.638
C 4.92 -1.20 2.28  -0.062
O 4.42 -0.33 1.25  -0.737
H 5.09 0.25 3.91  0.213
H 4.93 -1.45 4.40  0.210
H 3.57 -0.58 3.86  0.226
H 4.56 -2.20 2.07  0.171
H 5.99 -1.27 2.06  0.151
H 5.16 -0.19 0.65  0.468
C -5.66 -0.27 -2.51  -0.640
C -4.77 0.97 -2.80  -0.068
O -3.78 1.09 -1.78  -0.708
H -5.84 -0.40 -1.45  0.206
H -5.19 -1.21 -2.82  0.218
H -6.60 -0.19 -3.04  0.202
H -5.39 1.87 -2.75  0.147
H -4.24 1.03 -3.75  0.189
H -4.37 1.22 -1.03  0.454

The calculation puts the LUMO energy at -1.41 eV. For the HOMO energy, the calculation gives -6.2 eV. As for the spin multiplicity: 1. The net charge is -1. The value obtained for the orbital gap is 4.81 eV. The calculation puts the energy above the lowest of the compared OMol25 structures with the same formula, charge and spin at 8.827 eV.